1.
Formula: C51H69AsBaBrN8O3S
Source: the Open Molecules 2025 dataset
Level of theory: ωB97M-V/def2-TZVPD

Output
HOMO energy in eV: -9.72
Max |F| in Eh/bohr: 0.027
Relative energy (zero: lowest compared OMol25 entry of this formula, charge and spin) in kJ/mol: 91.1
E_LUMO in eV: -2.54
HOMO-LUMO gap in eV: 7.17

Geometry as ORCA input:
```
! wB97M-V def2-TZVPD RIJCOSX def2/J DEFGRID3
* xyz 1 1
Ba -0.386 1.054 -0.360
O 1.359 4.826 1.398
C 0.577 4.697 2.490
C 1.058 5.181 3.710
C 0.293 5.074 4.857
C -0.962 4.475 4.815
C -1.428 3.989 3.606
C -0.684 4.091 2.432
C -1.252 3.500 1.158
O -0.275 3.254 0.208
N -2.296 4.404 0.602
N -3.108 3.699 -0.324
C -2.680 3.550 -1.511
C -1.484 4.115 -2.167
Br -0.593 2.804 -3.264
C -1.077 5.372 -2.122
C 0.102 5.948 -2.787
C 1.367 5.477 -2.437
C 2.501 6.010 -3.027
C 2.378 7.014 -3.978
C 1.123 7.489 -4.324
C -0.013 6.966 -3.726
H 0.877 4.323 0.690
H 2.033 5.650 3.726
H 0.677 5.462 5.791
H -1.560 4.388 5.712
H -2.391 3.488 3.560
H -1.758 2.561 1.460
H -2.929 4.595 1.373
H -3.343 2.994 -2.173
H -1.680 6.012 -1.482
H 1.453 4.702 -1.685
H 3.478 5.646 -2.740
H 3.261 7.432 -4.443
H 1.025 8.276 -5.060
H -0.990 7.347 -3.993
C 1.506 -3.589 -6.698
C 0.256 -2.711 -6.624
C 0.396 -1.554 -7.622
C -0.963 -3.564 -6.999
C 0.064 -2.114 -5.237
C -1.126 -1.475 -4.891
C -1.265 -0.908 -3.638
N -0.305 -0.919 -2.715
C 0.842 -1.516 -3.040
C 1.062 -2.124 -4.268
C 1.929 -1.460 -2.026
C 2.808 -2.523 -1.861
C 3.863 -2.435 -0.956
C 3.996 -1.223 -0.283
C 3.063 -0.221 -0.488
N 2.024 -0.332 -1.312
C 4.856 -3.569 -0.747
C 6.091 -3.272 -1.610
C 5.272 -3.651 0.727
C 4.266 -4.919 -1.161
H 1.571 -4.046 -7.685
H 1.480 -4.396 -5.963
H 2.421 -3.015 -6.549
H 0.494 -1.947 -8.635
H 1.277 -0.948 -7.406
H -0.478 -0.902 -7.598
H -0.784 -4.054 -7.956
H -1.867 -2.965 -7.108
H -1.156 -4.338 -6.255
H -1.950 -1.410 -5.587
H -2.198 -0.437 -3.351
H 2.021 -2.576 -4.469
H 2.648 -3.423 -2.437
H 4.809 -1.047 0.407
H 3.154 0.721 0.045
H 6.540 -2.317 -1.336
H 5.832 -3.234 -2.669
H 6.841 -4.051 -1.470
H 5.875 -2.798 1.037
H 5.877 -4.544 0.885
H 4.404 -3.710 1.388
H 4.075 -4.978 -2.233
H 3.333 -5.132 -0.634
H 4.971 -5.714 -0.919
C 0.444 -4.550 0.613
C -0.810 -3.904 1.090
C -1.444 -4.151 2.273
C -2.626 -3.427 2.557
N -3.141 -2.529 1.742
C -2.516 -2.267 0.581
S -3.066 -1.153 -0.541
N -1.368 -2.973 0.279
C -3.363 -3.682 3.831
H 0.817 -5.256 1.350
H 1.208 -3.790 0.432
H 0.271 -5.082 -0.324
H -1.052 -4.875 2.970
H -0.956 -2.750 -0.620
H -2.691 -3.995 4.629
H -4.087 -4.484 3.669
H -3.909 -2.790 4.131
C 3.580 2.296 2.778
C 3.229 0.821 2.907
As 1.310 0.546 2.595
C 1.170 -1.414 2.700
C 1.818 -2.106 3.888
C 0.670 1.064 4.376
C -0.714 0.527 4.693
H 4.643 2.471 2.949
H 3.029 2.902 3.500
H 3.328 2.695 1.792
H 3.459 0.445 3.907
H 3.797 0.206 2.206
H 1.593 -1.789 1.761
H 0.096 -1.620 2.666
H 2.897 -1.941 3.908
H 1.657 -3.187 3.857
H 1.414 -1.746 4.834
H 0.671 2.157 4.392
H 1.417 0.723 5.097
H -1.437 0.784 3.917
H -1.079 0.938 5.636
H -0.715 -0.562 4.795
N -2.964 0.825 2.067
C -4.093 0.602 2.197
N -5.364 0.342 2.362
C -6.197 1.008 3.357
C -6.949 -0.058 4.140
O -7.669 -0.907 3.270
C -6.807 -1.597 2.383
C -6.045 -0.627 1.498
H -6.906 1.667 2.847
H -5.566 1.611 4.008
H -7.676 0.396 4.812
H -6.239 -0.649 4.734
H -7.435 -2.255 1.785
H -6.095 -2.209 2.955
H -6.737 -0.092 0.839
H -5.299 -1.134 0.891
*
```

Atomic partial charges in e from the Mulliken method, atoms 1 to 4:
1 Ba 0.99
2 O -0.78
3 C 0.85
4 C -0.67

2.
Formula: C6H10O
Source: the Open Molecules 2025 dataset
Level of theory: ωB97M-V/def2-TZVPD

Output
HOMO energy in eV: -10.01
Max |F| in Eh/bohr: 0.006
Relative energy (zero: lowest compared OMol25 entry of this formula, charge and spin) in kJ/mol: 135.2
E_LUMO in eV: 1.05
Structure (SMILES): C[C@H]1C[C@]2(CO2)C1
HOMO-LUMO gap in eV: 11.06

Geometry as ORCA input:
```
! wB97M-V def2-TZVPD RIJCOSX def2/J DEFGRID3
* xyz 0 1
C -2.057 -0.273 0.556
C -1.048 0.145 -0.502
C 0.092 -0.890 -0.720
C 1.043 0.069 -0.012
C 2.499 0.120 0.022
O 1.746 -0.304 1.156
C -0.001 1.180 0.002
H -1.543 -0.571 1.478
H -2.741 0.547 0.802
H -2.658 -1.125 0.217
H -1.559 0.444 -1.423
H -0.039 -1.854 -0.218
H 0.348 -1.063 -1.771
H 3.079 -0.663 -0.470
H 3.007 1.080 0.131
H 0.209 1.988 -0.706
H -0.193 1.608 0.992
*
```

Atomic partial charges in e from the natural (NBO) method, atoms 1 to 4:
1 C -0.61
2 C -0.20
3 C -0.43
4 C 0.21

3.
Formula: C6H15CuNO4S
Source: the Open Molecules 2025 dataset
Level of theory: ωB97M-V/def2-TZVPD

Output
HOMO energy in eV: -12.32
Max |F| in Eh/bohr: 0.171
Relative energy (zero: lowest compared OMol25 entry of this formula, charge and spin) in kJ/mol: 480.7
E_LUMO in eV: -7.11
HOMO-LUMO gap in eV: 5.20

Geometry as ORCA input:
```
! wB97M-V def2-TZVPD RIJCOSX def2/J DEFGRID3
* xyz 1 1
C -2.694 0.757 0.186
O -1.421 0.608 0.909
C -0.258 0.716 0.008
C 0.039 2.292 -0.467
N 1.259 2.329 -1.412
C 1.083 0.251 0.842
C 0.994 -1.273 1.470
C 1.437 -2.460 0.426
S 0.087 -3.009 -0.758
O 0.414 -4.495 -1.173
O 0.085 -2.210 -2.115
O -1.482 -3.043 -0.093
H -2.593 0.414 -0.932
H -3.480 0.018 0.689
H -3.059 1.866 0.323
H -0.437 0.096 -0.976
H -0.895 2.704 -1.040
H 0.259 2.911 0.522
H 1.806 3.212 -1.267
H 0.860 2.380 -2.379
H 2.075 0.437 0.239
H 1.143 0.980 1.786
H 1.790 -1.296 2.360
H -0.051 -1.490 2.004
H 1.843 -3.362 1.063
H 2.338 -2.076 -0.235
H -1.775 -2.152 0.261
Cu 0.633 4.896 -0.240
*
```

Atomic partial charges in e from the natural (NBO) method, atoms 1 to 4:
1 C -0.30
2 O -0.57
3 C 0.09
4 C -0.32

4.
Formula: C3H8O3S
Source: the Open Molecules 2025 dataset
Level of theory: ωB97M-V/def2-TZVPD

Output
HOMO energy in eV: -9.65
Max |F| in Eh/bohr: 0.087
Relative energy (zero: lowest compared OMol25 entry of this formula, charge and spin) in kJ/mol: 93.3
E_LUMO in eV: 0.40
Structure (SMILES): O=C(O)CCS.O
HOMO-LUMO gap in eV: 10.05

Geometry as ORCA input:
```
! wB97M-V def2-TZVPD RIJCOSX def2/J DEFGRID3
* xyz 0 1
O -2.763 0.245 1.624
C -1.733 -0.413 1.616
O -1.791 -1.705 1.281
C -0.431 0.309 1.374
C -0.143 0.413 -0.156
S 1.534 1.086 -0.441
H -2.612 -1.876 0.804
H 0.345 -0.349 1.840
H -0.515 1.347 1.690
H -0.252 -0.604 -0.510
H -0.936 1.154 -0.562
H 1.197 2.425 -0.638
O 2.853 -0.954 -3.698
H 3.608 -0.851 -3.113
H 2.058 -0.905 -3.158
*
```

Atomic partial charges in e from the natural (NBO) method, atoms 1 to 4:
1 O -0.59
2 C 0.77
3 O -0.70
4 C -0.51

5.
Formula: C5H12FN
Source: the Open Molecules 2025 dataset
Level of theory: ωB97M-V/def2-TZVPD

Output
HOMO energy (spin up / spin down) in eV: -8.92 / -9.00
Max |F| in Eh/bohr: 0.077
Relative energy (zero: lowest compared OMol25 entry of this formula, charge and spin) in kJ/mol: 423.4
E_LUMO (spin up / spin down) in eV: 0.29 / 0.30
HOMO-LUMO gap (spin up / spin down) in eV: 9.21 / 9.30

Geometry as ORCA input:
```
! wB97M-V def2-TZVPD RIJCOSX def2/J DEFGRID3
* xyz 0 1
C 1.141 1.073 0.507
C 0.442 -1.408 0.347
C 0.102 -0.014 -1.555
C -1.069 0.615 0.655
C 0.186 0.051 -0.003
N -2.797 -0.363 -0.444
F -3.913 0.344 0.110
H 1.106 2.053 -0.150
H 0.862 1.277 1.507
H 2.190 0.740 0.337
H 1.572 -1.548 0.362
H 0.102 -1.679 1.339
H -0.092 -2.065 -0.414
H -0.719 -0.738 -2.040
H 1.013 -0.500 -1.890
H -0.124 0.963 -2.093
H -1.244 1.648 0.366
H -1.326 0.436 1.752
H -2.762 -1.050 0.253
*
```

Atomic partial charges in e from the natural (NBO) method, atoms 1 to 4:
1 C -0.60
2 C -0.61
3 C -0.61
4 C -0.15

6.
Formula: C4H4O3
Source: the Open Molecules 2025 dataset
Level of theory: ωB97M-V/def2-TZVPD

Output
HOMO energy in eV: -9.79
Max |F| in Eh/bohr: 0.015
Relative energy (zero: lowest compared OMol25 entry of this formula, charge and spin) in kJ/mol: 121.8
E_LUMO in eV: -0.94
Structure (SMILES): CC(=O)C(=O)C=O
HOMO-LUMO gap in eV: 8.85

Geometry as ORCA input:
```
! wB97M-V def2-TZVPD RIJCOSX def2/J DEFGRID3
* xyz 0 1
C 1.754 0.006 -0.299
C 0.317 0.381 -0.535
O -0.109 0.952 -1.511
C -0.659 0.092 0.620
O -0.316 0.194 1.775
C -2.103 -0.320 0.280
O -2.340 -1.030 -0.663
H 2.094 0.410 0.660
H 2.372 0.377 -1.118
H 1.837 -1.085 -0.235
H -2.849 0.021 1.026
*
```

Atomic partial charges in e from the natural (NBO) method, atoms 1 to 4:
1 C -0.72
2 C 0.50
3 O -0.48
4 C 0.39

7.
Formula: C5H11O2
Source: the Open Molecules 2025 dataset
Level of theory: ωB97M-V/def2-TZVPD

Output
HOMO energy in eV: -3.67
Max |F| in Eh/bohr: 0.058
Relative energy (zero: lowest compared OMol25 entry of this formula, charge and spin) in kJ/mol: 77.6
E_LUMO in eV: 3.53
HOMO-LUMO gap in eV: 7.20

Geometry as ORCA input:
```
! wB97M-V def2-TZVPD RIJCOSX def2/J DEFGRID3
* xyz -1 1
C 1.151 0.778 -0.547
C 0.916 0.701 0.993
C 2.482 0.034 -0.797
H 1.264 1.744 -1.058
H 0.295 0.360 -1.075
H 0.028 1.295 1.208
H 0.677 -0.320 1.211
H 2.954 -0.305 0.140
H 1.769 1.147 1.468
H 3.103 0.726 -1.362
H 2.370 -0.861 -1.362
C -1.978 -0.471 0.548
C -2.926 -1.202 -0.413
O -3.495 -0.518 -1.316
O -3.155 -2.397 -0.147
H -1.386 -1.131 1.175
H -2.643 0.069 1.242
H -1.425 0.349 0.093
*
```

Atomic partial charges in e from the natural (NBO) method, atoms 1 to 4:
1 C -0.40
2 C -0.61
3 C -0.61
4 H 0.19

8.
Formula: C47H52IN7O6Ti
Source: the Open Molecules 2025 dataset
Level of theory: ωB97M-V/def2-TZVPD

Output
HOMO energy (spin up / spin down) in eV: -0.08 / -1.69
Max |F| in Eh/bohr: 0.042
⟨S²⟩: 2.05
E_LUMO (spin up / spin down) in eV: 3.51 / 3.51
HOMO-LUMO gap (spin up / spin down) in eV: 3.59 / 5.20

Geometry as ORCA input:
```
! wB97M-V def2-TZVPD RIJCOSX def2/J DEFGRID3
* xyz -2 3
Ti -0.537 -0.191 0.087
C -5.716 1.487 1.291
O -4.347 1.182 1.193
C -3.531 1.939 1.945
C -3.776 2.998 2.710
C -2.500 3.393 3.392
C -2.145 1.186 4.488
C -1.935 0.637 3.252
C -1.631 -0.722 3.031
N -1.241 -1.203 1.861
N -0.950 -2.519 1.832
C -0.611 -2.905 0.613
O -0.575 -2.071 -0.377
C -0.301 -4.314 0.419
C 0.103 -5.106 1.507
C 0.397 -6.439 1.338
C 0.285 -7.040 0.085
C -0.111 -6.265 -0.999
C -0.383 -4.923 -0.846
C -2.039 1.565 2.029
O -1.490 1.143 0.902
H -6.242 0.746 0.690
H -5.932 2.497 0.920
H -6.049 1.414 2.334
H -4.709 3.487 2.926
H -2.381 4.473 3.531
H -2.121 0.549 5.363
H -1.676 -1.412 3.882
H 0.182 -4.631 2.474
H 0.729 -7.029 2.186
H 0.511 -8.093 -0.043
H -0.202 -6.729 -1.974
H -0.693 -4.326 -1.692
I -1.892 3.790 7.591
C -1.353 3.317 5.553
C -0.172 3.783 5.113
C 0.406 3.574 3.825
C -0.173 3.023 2.727
N -1.499 2.879 2.509
C -2.411 2.646 4.757
H 0.471 4.293 5.823
H 1.459 3.806 3.755
H 0.431 2.698 1.884
H -3.379 2.746 5.273
N 0.845 2.540 -0.394
C 0.047 1.667 -0.806
H 0.678 3.505 -0.694
C -4.725 0.147 -1.987
C -3.821 -0.051 -3.197
C -2.719 1.020 -3.297
C -1.871 0.690 -4.568
C -0.764 1.694 -4.853
C -3.319 2.411 -3.395
O -4.423 2.660 -3.884
N -2.524 3.407 -2.907
C -1.322 3.296 -2.197
O -0.624 4.304 -2.053
N -1.062 2.037 -1.735
C -1.853 0.968 -2.060
O -1.758 -0.118 -1.391
H -5.428 -0.680 -1.909
H -5.285 1.075 -2.083
H -4.127 0.177 -1.078
H -4.415 -0.022 -4.114
H -3.331 -1.023 -3.120
H -2.548 0.642 -5.426
H -1.438 -0.302 -4.414
H -1.184 2.664 -5.110
H -0.141 1.356 -5.681
H -0.125 1.818 -3.983
H -2.828 4.359 -3.070
C 1.366 0.202 4.739
C 2.182 0.053 3.487
C 3.567 -0.061 3.579
C 4.306 -0.223 2.420
C 5.813 -0.238 2.475
C 3.677 -0.356 1.195
C 2.266 -0.293 1.047
C 1.575 -0.003 2.253
N 1.523 -0.507 -0.060
C 2.179 -0.783 -1.338
C 1.138 -0.975 -2.462
C 1.814 -1.281 -3.801
C 2.655 -2.553 -3.712
C 3.689 -2.374 -2.606
C 4.607 -1.198 -2.941
C 3.773 0.072 -3.105
C 2.725 -0.121 -4.196
C 3.063 0.400 -1.795
C 2.970 -2.112 -1.285
H 1.999 0.456 5.589
H 0.855 -0.737 4.958
H 0.604 0.968 4.619
H 4.061 0.000 4.541
H 6.164 -0.246 3.506
H 6.216 0.650 1.985
H 6.223 -1.108 1.962
H 4.333 -0.501 0.352
H 0.509 0.170 2.171
H 0.547 -0.062 -2.556
H 0.458 -1.786 -2.195
H 1.038 -1.412 -4.567
H 3.151 -2.738 -4.672
H 2.023 -3.414 -3.488
H 4.292 -3.288 -2.517
H 5.167 -1.404 -3.860
H 5.335 -1.057 -2.138
H 4.434 0.907 -3.379
H 3.202 -0.325 -5.160
H 2.140 0.795 -4.296
H 2.414 1.269 -1.921
H 3.790 0.670 -1.036
H 3.689 -2.113 -0.470
H 2.257 -2.914 -1.079
*
```

Atomic partial charges in e from the Mulliken method, atoms 1 to 4:
1 Ti -2.12
2 C -1.30
3 O 0.06
4 C -0.34